Computed, not measured: 14 unconnected molecules or ions with the total composition C4H35N2O14S, with wB97M-V/def2-TZVPD.

CARTESIAN COORDINATES (ANGSTROEM)
C (-0.509, -1.341, 0.333)
N (-0.492, 0.032, -0.205)
C (-1.371, 0.989, 0.154)
O (-2.348, 0.816, 0.881)
C (0.933, -1.892, 0.316)
C (1.741, -1.119, 1.381)
S (3.652, -1.146, 1.085)
N (0.805, -3.329, 0.672)
H (-0.826, -1.271, 1.372)
H (-1.251, -1.984, -0.141)
H (0.210, 0.264, -0.892)
H (-1.298, 1.942, -0.387)
H (1.219, -1.940, -0.728)
H (1.636, -1.532, 2.371)
H (1.520, -0.045, 1.418)
H (1.376, -3.928, 0.080)
H (1.296, -3.545, 1.534)
H (-0.034, -0.812, -3.948)
H (-1.104, 0.150, -4.195)
O (-0.712, -0.634, -4.621)
H (2.855, 0.688, -0.130)
H (4.038, 1.576, 0.313)
O (3.417, 1.444, -0.404)
H (-1.968, -2.410, 3.018)
H (-1.112, -3.700, 3.087)
O (-1.198, -2.814, 3.436)
H (-0.646, -2.987, -2.506)
H (-2.000, -3.289, -3.276)
O (-1.316, -3.658, -2.712)
H (1.693, 2.290, -0.544)
H (1.652, 3.172, 0.726)
O (1.349, 3.128, -0.190)
H (1.989, 0.079, -2.418)
H (1.290, 0.968, -3.558)
O (1.293, 0.740, -2.632)
H (0.152, 3.798, -1.513)
H (0.546, 5.137, -1.347)
O (-0.203, 4.678, -1.756)
H (3.691, -0.959, -1.364)
H (3.780, -0.904, -2.934)
O (3.196, -1.109, -2.196)
H (-3.265, -0.541, 1.575)
H (-3.269, -2.006, 1.215)
O (-3.589, -1.409, 1.905)
H (0.722, 1.663, 3.039)
H (-0.424, 2.673, 2.886)
O (0.524, 2.572, 2.767)
H (-0.487, 0.102, 2.923)
H (-0.574, -0.656, 4.118)
O (-0.311, 0.253, 3.868)
H (-1.222, 2.976, -2.918)
H (-2.287, 1.879, -3.266)
O (-1.454, 2.047, -2.821)
H (-3.776, 1.576, 1.572)
H (-3.383, 1.691, 3.072)
O (-4.143, 1.637, 2.482)

Calculated values
E: -1734.54406 a.u.
E_HOMO: -4.150 eV
Spin multiplicity: 1
Orbital gap: 0.2326 Eh
LUMO level: 2.18 eV
Charge: -1

Atomic partial charges in e from the Löwdin method, atoms 1 to 8: -0.152, 0.086, -0.286, -0.058, -0.428, -0.561, 0.276, 0.035